1.
{"formula": "CH26F3O16S", "method": "ωB97M-V/def2-TZVPD", "homo_ev": -7.5, "charge": -1, "lumo_ev": 1.74, "e_tot_ha": -1955.44485, "species": ["H", "H", "H", "O", "H", "O", "H", "H", "H", "H", "O", "C", "O", "H", "O", "O", "O", "O", "O", "O", "H", "O", "H", "H", "H", "H", "H", "H", "O", "O", "H", "H", "H", "F", "F", "H", "H", "H", "F", "S", "O", "H", "H", "O", "H", "H", "O"], "positions_angstrom": [[3.3673, 1.2727, -0.8306], [3.6174, 1.5468, 1.5012], [-3.1919, 0.5873, 2.5417], [-0.2074, 2.8038, 2.7366], [-1.2178, 3.5909, -1.2120], [1.7678, -1.0618, 2.8140], [2.2936, 0.2959, -1.2603], [0.6676, -3.1339, -2.3351], [0.6096, 2.6297, 3.2040], [-0.2525, 2.1193, 2.0691], [0.7847, 1.5825, 0.4372], [-0.6485, -0.6103, 0.0555], [-0.0701, -2.9991, 2.9663], [1.7730, 3.1294, -3.7407], [-1.1338, -0.3094, -3.9371], [-0.8750, 4.4093, -1.5712], [1.0307, -2.3985, -2.8287], [1.4503, 2.2779, -4.0357], [3.2724, 2.3427, 1.0965], [3.2151, 0.3442, -1.0060], [3.2356, -1.0236, 0.0935], [0.8201, 0.6994, -1.8108], [1.0457, -1.6887, 2.8557], [-2.1993, -3.5037, 0.3228], [1.9726, -2.4402, -2.6633], [-2.6562, -4.7037, 1.1248], [-2.8840, 0.6822, 4.0209], [-0.9210, -3.0529, 2.5312], [-2.6562, -3.7465, 1.1281], [-1.2797, 1.7467, -1.0833], [-1.5076, 0.2977, -3.2984], [1.0482, 1.8911, -3.2579], [2.8267, -1.4869, 1.4756], [-1.7440, -1.0302, -0.5621], [0.2865, -1.5111, 0.1586], [1.4070, -0.2552, 3.1819], [-0.2761, -3.0280, 3.9006], [2.4209, 2.0832, 0.7444], [-1.1509, -0.3936, 1.2393], [-0.0552, 1.0295, -0.6806], [3.3854, -1.7192, 0.7339], [-3.5793, -0.4484, -1.6307], [-0.8562, 4.2667, -2.5175], [-4.5340, -0.4966, -1.5825], [-4.7077, -1.1045, -0.8638], [-0.3019, -0.5824, -3.5502], [-3.3920, 1.0995, 3.3251]], "mulliken_charge": [0.332, 0.323, 0.318, -0.660, 0.426, -0.684, 0.369, 0.266, 0.276, 0.333, -0.515, 0.561, -0.679, 0.309, -0.680, -0.655, -0.574, -0.681, -0.706, -0.745, 0.406, -0.747, 0.377, 0.315, 0.312, 0.310, 0.301, 0.334, -0.629, -0.833, 0.323, 0.452, 0.395, -0.182, -0.134, 0.285, 0.299, 0.402, -0.160, 0.969, -0.727, 0.355, 0.296, -0.653, 0.299, 0.331, -0.628]}

***

2.
{"formula": "CH2BiF3O", "method": "ωB97M-V/def2-TZVPD", "homo_ev": [-8.3, -8.1], "charge": 0, "lumo_ev": [-1.81, -1.75], "e_tot_ha": -628.58734, "species": ["F", "H", "F", "C", "O", "H", "F", "Bi"], "positions_angstrom": [[-0.3939, 0.7032, -0.0846], [2.2072, -1.9945, -0.1698], [0.8096, 2.3477, -0.6425], [0.8901, 1.1781, 0.0707], [2.3690, -1.0820, 0.0778], [1.2307, -0.3914, 0.3664], [0.9516, 1.6337, 1.3588], [3.6659, 0.3081, -0.8398]], "mulliken_charge": [-0.260, 0.329, -0.219, -0.115, -0.621, 0.603, -0.247, 0.531]}

***

3.
{"formula": "CH2Br2O3", "method": "ωB97M-V/def2-TZVPD", "homo_ev": -9.5, "charge": 0, "lumo_ev": -0.61, "e_tot_ha": -5413.05140, "species": ["O", "C", "H", "O", "Br", "H", "O", "Br"], "positions_angstrom": [[0.5714, 1.7089, -0.1477], [0.5130, 0.5514, 0.0870], [0.5474, 0.6758, 2.0721], [0.6003, 0.0187, 1.2754], [2.1488, 2.5107, -2.5729], [0.4041, -1.2488, -0.2681], [0.4045, -0.4046, -0.8333], [0.1261, 1.6856, -3.0200]], "mulliken_charge": [-0.468, 0.807, 0.361, -0.531, -0.038, 0.351, -0.436, -0.046]}

***

4.
{"formula": "CH2Br2S", "method": "ωB97M-V/def2-TZVPD", "homo_ev": [-8.6, -9.3], "charge": 0, "lumo_ev": [-0.78, -0.98], "e_tot_ha": -5585.36018, "species": ["Br", "C", "H", "S", "H", "Br"], "positions_angstrom": [[-0.2114, 1.0759, -1.5541], [0.2300, -0.2148, -0.2940], [-1.5638, 0.4152, 1.2168], [-1.0753, -0.8674, 0.6730], [1.1565, 0.9730, 1.0037], [1.4639, -1.3820, -1.0454]], "mulliken_charge": [0.025, -0.225, 0.188, -0.121, 0.148, -0.015]}